Record 1
Computed, not measured: a cluster of 3 separate species, C20H38BBrF9IN5O6 in total, with the ωB97M-V functional and the def2-TZVPD basis.

HOMO-LUMO gap   6.01 eV
Total energy   -144359.8966 eV
M   833.15 g mol⁻¹
LUMO   -3.945 eV
Total charge   +1

```
81
C20H38BBrF9IN5O6, DFT the ωB97M-V functional and the def2-TZVPD basis
C 0.15 -0.61 4.01
B 0.81 -0.21 2.66
O 1.63 -1.10 2.01
C 0.63 1.26 1.93
C -0.78 1.83 1.75
F -0.68 3.00 1.14
F -1.32 2.02 2.95
C -1.73 0.94 0.89
F -1.07 -0.03 0.27
F -2.26 1.67 -0.06
C -2.90 0.27 1.65
F -2.49 -0.38 2.71
F -3.37 -0.67 0.83
C -4.12 1.20 1.99
F -3.82 2.48 1.93
F -5.14 0.97 1.23
F -4.48 0.94 3.23
N 1.24 1.33 0.59
C 2.27 2.14 0.49
N 2.81 2.60 -0.60
Br 2.12 2.15 -2.25
N 2.70 2.44 1.72
C 1.67 2.11 2.70
O 2.37 1.44 3.72
I 1.09 4.02 3.60
H -0.68 0.01 4.34
H -0.26 -1.62 3.89
H 0.92 -0.72 4.77
H 2.47 -0.64 1.82
H 1.24 0.47 0.05
H 3.61 3.21 -0.52
H 3.16 3.33 1.87
H 1.91 1.63 4.55
C -4.11 -4.93 2.40
O -4.56 -3.75 3.04
C -4.98 -2.73 2.14
C -6.47 -2.51 2.24
N -7.21 -3.64 1.68
C -8.65 -3.60 1.95
C -9.10 -3.71 3.40
O -8.84 -4.97 4.00
C -7.55 -5.12 4.57
H -3.69 -5.59 3.16
H -4.93 -5.46 1.90
H -3.32 -4.71 1.67
H -4.67 -2.95 1.12
H -4.48 -1.82 2.46
H -6.74 -1.60 1.69
H -6.72 -2.35 3.30
H -6.83 -4.49 2.06
H -9.09 -4.44 1.40
H -9.06 -2.69 1.51
H -10.19 -3.61 3.40
H -8.72 -2.90 4.03
H -7.16 -4.17 4.96
H -6.85 -5.54 3.84
H -7.63 -5.83 5.39
C 6.54 0.86 -7.82
O 7.68 1.19 -7.04
C 8.09 2.54 -7.16
C 7.87 3.29 -5.86
N 6.45 3.49 -5.60
C 6.15 3.98 -4.26
C 6.49 3.08 -3.08
O 5.71 1.89 -3.00
C 6.20 0.80 -3.77
H 6.39 -0.22 -7.75
H 5.64 1.36 -7.44
H 6.69 1.13 -8.86
H 7.59 3.04 -8.00
H 9.16 2.53 -7.37
H 8.36 4.26 -5.92
H 8.35 2.71 -5.06
H 5.96 2.61 -5.73
H 5.07 4.17 -4.23
H 6.64 4.94 -4.13
H 6.25 3.64 -2.17
H 7.56 2.84 -3.02
H 7.29 0.81 -3.85
H 5.76 0.80 -4.77
H 5.90 -0.12 -3.28
```

Quick look at the Mulliken charges, all values in e: C -1.03; B 0.85; O -0.61; C 0.30; C 0.89; F -0.31; F -0.24; C 0.45; F -0.35; F -0.32; C 0.62; F -0.35; F -0.29; C 0.97; F -0.26; F -0.23; F -0.27; N -0.27; C 0.49; N -0.30; Br 0.12; N -0.31; C -1.03; O -0.57; I 0.16; H 0.42; H 0.33; H 0.36; H 0.41; H 0.39; H 0.23; H 0.38; H 0.47; C -0.72; O -0.38; C -0.35; C -0.23; N -0.35; C -0.72; C -0.46; O -0.43; C -0.54; H 0.27; H 0.32; H 0.32; H 0.51; H -0.23; H 0.41; H 0.16; H 0.09; H 0.37; H 0.40; H 0.37; H 0.33; H 0.28; H 0.17; H 0.31; C -0.71; O -0.35; C -0.81; C -0.20; N -0.31; C -0.66; C -0.50; O -0.34; C -0.65; H 0.24; H 0.29; H 0.35; H 0.41; H 0.40; H 0.39; H 0.18; H 0.06; H 0.33; H 0.42; H 0.32; H 0.34; H 0.31; H 0.23; H 0.29

=====

Record 2
Computed, not measured: a cluster of 2 separate species, CH4O3 in total, with the ωB97M-V functional and the def2-TZVPD basis.

HOMO-LUMO gap   10.45 eV
Total energy   -7238.8981 eV
M   64.04 g mol⁻¹
LUMO   0.486 eV
Total charge   0

```
8
CH4O3, DFT the ωB97M-V functional and the def2-TZVPD basis
C -0.14 0.37 -0.75
O -0.61 0.54 1.20
O 1.24 -1.24 -0.03
O 0.09 -0.88 -0.82
H -0.96 0.83 -1.33
H 0.77 0.95 -0.54
H -1.55 0.13 1.47
H 1.17 -0.70 0.80
```

Quick look at the natural (NBO) charges, all values in e: C 0.25; O -1.00; O -0.41; O -0.21; H 0.22; H 0.19; H 0.46; H 0.50

=====

Record 3
Computed, not measured: an isolated molecule of C3H4ClN3O, with the ωB97M-V functional and the def2-TZVPD basis.

HOMO-LUMO gap   9.24 eV
Total energy   -22214.1538 eV
M   133.54 g mol⁻¹
SMILES string   [H]/N=c1/oc(Cl)nn1C
LUMO   0.652 eV
Total charge   0

```
12
C3H4ClN3O, DFT the ωB97M-V functional and the def2-TZVPD basis
H -1.73 1.48 0.40
N -0.89 1.97 0.04
C 0.00 1.09 -0.10
O 1.36 1.47 -0.15
C 1.98 0.30 -0.06
Cl 3.66 0.16 0.01
N 1.29 -0.81 -0.04
N 0.01 -0.32 -0.13
C -1.19 -1.14 0.01
H -1.04 -2.17 -0.60
H -1.29 -1.37 1.12
H -2.15 -0.66 -0.51
```

Quick look at the natural (NBO) charges, all values in e: H 0.35; N -0.72; C 0.64; O -0.42; C 0.40; Cl 0.08; N -0.28; N -0.31; C -0.44; H 0.24; H 0.21; H 0.24

=====

Record 4
Computed, not measured: a cluster of 2 separate species, C7H10O2 in total, with the ωB97M-V functional and the def2-TZVPD basis.

HOMO-LUMO gap (alpha / beta)   5.57 / 5.47 eV
Total energy   -11509.5136 eV
M   126.15 g mol⁻¹
LUMO (alpha / beta)   -1.783 / -1.829 eV
Total charge   0

```
19
C7H10O2, DFT the ωB97M-V functional and the def2-TZVPD basis
C 1.89 -1.72 0.10
C 1.21 -0.77 -0.80
C -0.98 -0.70 -0.06
C -1.31 -1.83 -0.36
O 1.29 -0.39 -1.90
H 1.44 -1.70 1.09
H 2.94 -1.43 0.15
H 1.79 -2.73 -0.32
H -1.65 -2.80 -0.63
C -1.38 1.71 -0.76
C 0.28 1.16 1.08
C -1.10 0.84 0.49
O -1.97 0.95 1.46
H -0.65 1.56 -1.55
H -1.36 2.76 -0.45
H -2.37 1.48 -1.14
H 1.05 0.80 0.33
H 0.45 0.59 2.00
H 0.40 2.23 1.28
```

Quick look at the natural (NBO) charges, all values in e: C -0.75; C 0.85; C -0.08; C -0.24; O -0.39; H 0.29; H 0.27; H 0.28; H 0.24; C -0.64; C -0.56; C 0.26; O -0.74; H 0.18; H 0.22; H 0.22; H 0.13; H 0.22; H 0.23

=====

Record 5
Computed, not measured: a structure of composition C24H68ClN6O4, with the ωB97M-V functional and the def2-TZVPD basis.

HOMO-LUMO gap   6.33 eV
Total energy   -55610.9026 eV
M   540.30 g mol⁻¹
LUMO   -3.423 eV
Total charge   +1

```
103
C24H68ClN6O4, DFT the ωB97M-V functional and the def2-TZVPD basis
N 2.70 1.64 2.95
H 2.22 1.63 2.06
H 2.06 2.12 3.56
H 3.49 2.25 2.78
H 2.91 0.79 3.46
N -0.99 2.13 2.69
H -0.83 3.11 2.47
H -0.67 1.56 1.91
H -1.99 2.03 2.80
H -0.49 1.95 3.54
Cl 1.15 1.18 0.50
O 2.17 0.22 0.79
O 0.79 1.39 -0.89
O -0.01 0.61 1.16
O 1.54 2.39 1.17
C 4.77 -0.47 1.77
C 3.55 -1.22 2.38
N 2.97 -0.52 3.53
C 3.99 -0.58 4.62
C 3.70 0.28 5.88
C 1.69 -1.02 4.03
C 0.64 -0.92 2.95
H 4.76 -0.66 0.70
H 5.77 -0.68 2.16
H 4.76 0.62 1.81
H 2.80 -1.11 1.60
H 3.67 -2.29 2.52
H 4.07 -1.61 4.97
H 4.97 -0.29 4.25
H 4.61 0.20 6.48
H 3.61 1.33 5.59
H 2.87 -0.15 6.44
H 1.40 -0.29 4.78
H 1.65 -1.97 4.57
H 0.73 0.07 2.48
H -0.38 -1.12 3.27
H 0.78 -1.83 2.37
C -0.71 -1.19 -5.74
C -0.74 -1.56 -4.24
N -1.77 -0.80 -3.44
C -1.88 -1.33 -2.07
C -3.15 -0.84 -1.31
C -1.55 0.61 -3.51
C -0.24 1.09 -2.87
H -1.73 -0.96 -6.07
H -0.38 -2.08 -6.28
H -0.02 -0.38 -5.92
H -0.88 -2.63 -4.14
H 0.28 -1.45 -3.87
H -1.89 -2.41 -2.27
H -0.95 -1.19 -1.53
H -3.93 -0.95 -2.06
H -3.23 -1.51 -0.45
H -3.09 0.17 -0.93
H -2.47 1.09 -3.20
H -1.59 0.85 -4.57
H 0.51 0.87 -3.63
H 0.06 0.72 -1.88
H -0.30 2.13 -2.57
C 3.49 -2.04 0.12
C 2.46 -1.88 -1.07
N 1.47 -2.94 -1.19
C 0.77 -3.25 0.10
C 0.08 -2.06 0.77
C 0.62 -2.75 -2.38
C 0.24 -4.07 -3.11
H 3.98 -3.02 0.16
H 3.06 -1.91 1.12
H 4.28 -1.33 -0.07
H 2.10 -0.86 -0.91
H 3.08 -1.92 -1.97
H 0.15 -4.13 -0.09
H 1.52 -3.61 0.80
H -0.62 -2.43 1.51
H 0.79 -1.33 1.17
H -0.54 -1.52 0.04
H 1.02 -1.93 -2.98
H -0.32 -2.24 -2.15
H -0.61 -3.87 -3.76
H -0.05 -4.86 -2.41
H 1.12 -4.40 -3.64
C -4.26 4.95 -1.99
C -3.17 3.94 -1.44
N -3.81 2.98 -0.50
C -2.83 2.51 0.52
C -1.52 2.00 -0.17
C -4.56 1.95 -1.26
C -5.44 0.95 -0.39
H -3.88 5.75 -2.62
H -4.60 5.61 -1.19
H -5.19 4.53 -2.38
H -2.69 3.39 -2.25
H -2.52 4.59 -0.86
H -2.54 3.06 1.42
H -3.36 1.62 0.87
H -1.48 1.33 -1.03
H -0.86 2.85 -0.38
H -0.94 1.36 0.50
H -3.82 1.44 -1.88
H -5.32 2.34 -1.94
H -6.06 0.40 -1.10
H -6.13 1.52 0.23
H -4.88 0.27 0.24
```

Here are the Mulliken charges for atoms 1 to 99, given in e: N 0.00; H 0.01; H 0.43; H 0.41; H 0.08; N 0.12; H 0.37; H 0.49; H 0.34; H 0.42; Cl 1.48; O -0.70; O -0.49; O -1.04; O -0.87; C -0.88; C -0.16; N 0.85; C -0.52; C -1.20; C -1.44; C 0.32; H 0.13; H 0.40; H 0.20; H -0.37; H 0.67; H 0.44; H 0.36; H 0.48; H 0.23; H 0.29; H 0.57; H 0.37; H -0.81; H 0.87; H 0.06; C -1.84; C 0.58; N 0.37; C -0.89; C -0.98; C -0.79; C -0.54; H 0.39; H 0.52; H 0.24; H -0.16; H -0.10; H 1.02; H 0.30; H 0.50; H 0.53; H -0.71; H 0.04; H 0.49; H 0.41; H -0.06; H 0.55; C -0.93; C -0.04; N 0.12; C -1.62; C -0.56; C 0.21; C -1.61; H 0.25; H -0.54; H 0.22; H -0.07; H 0.91; H 0.39; H 0.55; H 1.05; H 0.70; H -0.47; H 0.81; H -1.09; H 0.48; H 0.31; H 0.38; C -1.37; C -0.21; N 0.13; C -1.53; C 0.38; C 0.54; C -1.58; H 0.41; H 0.37; H 0.29; H 0.05; H 0.36; H 0.22; H 0.56; H -0.46; H 1.32; H -0.84; H -0.58

=====

Record 6
Computed, not measured: a cluster of 2 separate species, C3H2ClF3 in total, with the ωB97M-V functional and the def2-TZVPD basis.

HOMO-LUMO gap   11.58 eV
Total energy   -23815.0376 eV
M   130.50 g mol⁻¹
SMILES string   FC(F)Cl.C#CF
LUMO   0.645 eV
Total charge   0

```
9
C3H2ClF3, DFT the ωB97M-V functional and the def2-TZVPD basis
F 2.97 0.18 1.55
C 2.47 0.45 0.36
F 2.52 1.79 0.05
Cl 3.43 -0.36 -0.88
H 1.46 0.27 0.24
C -1.27 0.40 -0.24
C -1.26 1.60 -0.27
F -1.01 2.84 -0.38
H -1.31 -0.62 -0.42
```

Quick look at the natural (NBO) charges, all values in e: F -0.30; C 0.54; F -0.34; Cl -0.05; H 0.16; C -0.43; C 0.44; F -0.25; H 0.24

=====

> Which value of M does entry 4 give?

126.15 g mol⁻¹